Record 1
Density functional theory data (ωB97M-V/def2-TZVPD) for a single C17H22N4O3S2 molecule at a distorted geometry.

Structure (XYZ):
```
48
Properties=species:S:1:pos:R:3:nbo_charge:R:1
C 4.062 -0.991 -0.183 -0.6144
C 3.756 -1.972 -1.311 -0.2160
N 2.886 -3.044 -0.852 -0.4384
C 3.528 -4.228 -0.323 -0.2132
C 3.836 -5.248 -1.420 -0.6151
C 1.559 -2.867 -0.984 0.6693
O 1.076 -1.876 -1.502 -0.6343
C 0.636 -3.953 -0.443 -0.6330
S 0.636 -4.035 1.385 0.3339
C -0.075 -2.518 1.823 -0.1012
N -0.193 -2.187 3.066 -0.4952
C -0.807 -0.987 3.212 0.3928
N -1.074 -0.492 4.432 -0.7848
C -1.164 -0.357 2.020 -0.4653
C -1.730 0.972 1.932 0.6592
O -1.994 1.612 2.946 -0.6626
N -1.913 1.428 0.658 -0.6124
C -2.411 2.657 0.224 0.2021
C -2.430 2.904 -1.144 -0.2372
C -2.913 4.099 -1.648 -0.2960
C -3.388 5.075 -0.781 0.2798
O -3.885 6.289 -1.163 -0.4938
C -3.924 6.594 -2.534 -0.2508
C -3.369 4.826 0.592 -0.2369
C -2.889 3.637 1.093 -0.2382
S -0.708 -1.368 0.674 0.4095
H 4.723 -0.207 -0.542 0.2141
H 3.139 -0.536 0.168 0.2214
H 4.541 -1.497 0.653 0.2010
H 3.240 -1.449 -2.119 0.2345
H 4.676 -2.413 -1.699 0.1906
H 4.460 -3.914 0.153 0.2064
H 2.904 -4.682 0.448 0.2102
H 4.327 -6.115 -0.989 0.2158
H 4.492 -4.816 -2.172 0.2102
H 2.924 -5.573 -1.914 0.2024
H 0.918 -4.950 -0.774 0.2484
H -0.380 -3.728 -0.771 0.2584
H -0.612 -0.896 5.227 0.3988
H -1.418 0.460 4.445 0.4370
H -1.617 0.810 -0.087 0.3942
H -2.062 2.153 -1.829 0.2048
H -2.910 4.251 -2.716 0.2190
H -2.922 6.596 -2.975 0.1735
H -4.348 7.595 -2.602 0.1993
H -4.561 5.894 -3.085 0.1735
H -3.741 5.591 1.255 0.2239
H -2.878 3.457 2.154 0.2549
```

Values from the calculation:
* ΔE to the lowest compared entry with this formula, charge and spin: 15.11 kcal per mole
* Kohn-Sham gap: 0.291 Ha
* SMILES: CCN(CC)C(=O)CSc1nc(N)c(C(=O)Nc2ccc(OC)cc2)s1
* total charge: 0
* highest occupied orbital energy: -7.452 eV



Record 2
Density functional theory data (ωB97M-V/def2-TZVPD) for 2 unconnected molecules or ions with the total composition C12H16BrFO4 at a distorted geometry.

Structure (XYZ):
```
34
Properties=species:S:1:pos:R:3:nbo_charge:R:1
C 4.650 2.886 -0.358 -0.6418
C 3.946 1.486 -0.770 -0.0891
O 2.969 1.063 0.209 -0.2720
O 2.063 0.194 -0.350 -0.2819
C 0.945 0.242 0.546 0.9770
O 0.928 -0.560 1.521 -0.5291
O -0.128 1.160 0.461 -0.5300
C -0.947 0.955 -0.726 -0.1116
C -1.198 2.437 -1.363 -0.2551
C -1.112 3.497 -0.128 -0.6371
Br 0.236 2.812 -2.683 -0.0223
H 5.158 3.396 -1.249 0.2321
H 5.409 2.688 0.483 0.2186
H 3.812 3.536 0.092 0.2240
H 4.805 0.716 -0.869 0.1757
H 3.431 1.564 -1.789 0.1981
H -0.509 0.228 -1.488 0.2211
H -1.964 0.558 -0.349 0.2163
H -2.249 2.516 -1.793 0.2319
H -1.781 3.113 0.727 0.2271
H -0.042 3.713 0.194 0.2360
H -1.557 4.493 -0.497 0.2187
F -2.494 -1.614 -1.008 -0.3362
C -2.366 -2.582 -0.082 0.3898
C -3.155 -3.718 -0.175 -0.2878
C -3.020 -4.722 0.778 -0.1949
C -2.106 -4.574 1.818 -0.2316
C -1.322 -3.427 1.904 -0.1754
C -1.448 -2.427 0.945 -0.2949
H -3.867 -3.812 -0.986 0.2258
H -3.627 -5.619 0.711 0.2172
H -2.004 -5.356 2.564 0.2152
H -0.613 -3.311 2.717 0.2235
H -0.839 -1.530 0.993 0.2428
```

Values from the calculation:
* ΔE to the lowest compared entry with this formula, charge and spin: 51.53 kcal per mole
* Kohn-Sham gap: 0.357 Ha
* SMILES: CCOOC(=O)OC[C@@H](C)Br.Fc1ccccc1
* total charge: 0
* highest occupied orbital energy: -9.250 eV



Record 3
Density functional theory data (ωB97M-V/def2-TZVPD) for a molecular structure, C22H23NOPdS3Se4Si at a distorted geometry.

Structure (XYZ):
```
56
Properties=species:S:1:pos:R:3:mulliken_spin:R:1
Pd -0.613 0.832 1.070 0.0287
Se 2.275 -3.572 4.413 0.9700
Se 0.819 -2.619 5.749 1.0139
Se -0.541 1.328 4.751 0.6418
Se -1.917 1.566 3.031 0.3731
C -4.747 0.192 -0.108 0.0104
Si -3.033 0.507 -0.852 -0.0242
C -2.711 -0.228 -2.624 0.0172
C -2.548 2.260 -0.873 0.0080
N -1.988 -0.420 0.271 0.4661
C -1.909 -1.716 0.529 0.0549
C -2.666 -2.725 -0.143 0.2063
C -2.465 -4.069 0.144 -0.0926
C -1.546 -4.489 1.091 0.2496
C -0.847 -3.518 1.838 -0.0881
C -0.984 -2.185 1.558 0.1154
H -5.595 0.816 -0.424 0.0015
H -4.580 0.237 0.985 0.0045
H -5.062 -0.804 -0.313 -0.0015
H -3.334 0.273 -3.332 0.0010
H -2.827 -1.305 -2.595 -0.0007
H -1.658 -0.053 -2.889 -0.0013
H -3.137 2.741 -1.675 0.0016
H -1.477 2.237 -1.135 -0.0059
H -2.723 2.583 0.159 -0.0021
H -3.418 -2.454 -0.848 0.0167
H -3.231 -4.726 -0.297 -0.0032
H -1.374 -5.513 1.381 0.0131
H -0.230 -3.852 2.664 -0.0060
H -0.471 -1.440 2.151 0.0348
O 0.487 0.555 -0.666 0.0061
C 1.798 0.930 -0.551 -0.0173
C 2.426 1.119 -1.911 0.0018
C 3.514 1.845 -2.342 0.0005
C 3.843 1.698 -3.682 -0.0001
C 3.069 0.791 -4.270 0.0000
S 1.920 0.123 -3.267 -0.0008
C 2.600 -0.144 0.286 0.0038
C 2.375 -1.468 0.377 -0.0115
C 3.389 -2.132 1.132 0.0226
C 4.435 -1.366 1.528 -0.0070
S 4.127 0.271 1.028 0.0013
C 1.670 2.222 0.245 -0.0021
C 1.526 3.492 -0.191 0.0125
C 0.996 4.410 0.775 0.0013
C 0.602 3.806 1.896 0.0085
S 1.121 2.112 1.892 -0.0164
H 3.938 2.596 -1.659 -0.0001
H 4.734 2.236 -4.129 0.0000
H 3.097 0.552 -5.315 0.0000
H 1.565 -2.020 -0.126 -0.0109
H 3.366 -3.221 1.296 0.0083
H 5.387 -1.701 1.881 -0.0024
H 1.640 3.742 -1.254 0.0004
H 0.784 5.432 0.579 -0.0005
H 0.128 4.236 2.768 -0.0011
```

Values from the calculation:
* <S²>: 6.06
* ΔE to the lowest compared entry with this formula, charge and spin: 0.00 kcal per mole
* Kohn-Sham gap (alpha / beta): 0.266 / 0.193 Ha
* total charge: 0
* multiplicity: 5
* highest occupied orbital energy (alpha / beta): -7.644 / -7.478 eV



Record 4
Density functional theory data (ωB97M-V/def2-TZVPD) for 5 unconnected molecules or ions with the total composition C2H12O4 at a distorted geometry.

Structure (XYZ):
```
18
Properties=species:S:1:pos:R:3:nbo_charge:R:1
C -0.518 -1.209 5.934 -0.3880
C 0.792 -1.296 6.019 -0.3751
H -1.191 -0.429 6.193 0.2002
H -1.015 -2.157 5.736 0.1858
H 1.523 -0.498 6.081 0.1887
H 1.353 -2.214 5.864 0.1883
O -1.708 -0.285 -2.081 -0.9757
H -1.755 -0.533 -1.153 0.4905
H -1.662 -1.047 -2.658 0.4911
O -1.278 2.440 -2.911 -0.9712
H -1.106 2.599 -3.841 0.4733
H -1.853 1.664 -2.818 0.5053
O 1.398 1.539 -2.061 -0.9759
H 1.809 1.906 -2.852 0.4648
H 0.456 1.778 -2.138 0.5048
O 1.388 -1.602 -2.388 -0.9647
H 2.305 -1.837 -2.225 0.4640
H 1.405 -0.635 -2.409 0.4934
```

Values from the calculation:
* ΔE to the lowest compared entry with this formula, charge and spin: 27.88 kcal per mole
* Kohn-Sham gap: 0.400 Ha
* SMILES: C=C.O.O.O.O
* total charge: 0
* highest occupied orbital energy: -10.191 eV



Record 5
Density functional theory data (ωB97M-V/def2-TZVPD) for a molecular structure, C27H23Br2CrFIN2O3 at a distorted geometry.

Structure (XYZ):
```
60
Properties=species:S:1:pos:R:3:mulliken_spin:R:1
Cr -0.102 -0.026 0.164 2.9953
C 5.066 1.597 4.938 0.0004
C 4.134 0.565 5.578 -0.0009
C 3.671 1.102 6.932 0.0001
C 2.568 0.240 7.528 -0.0001
C 1.428 0.194 6.557 -0.0010
C 0.121 0.148 7.000 0.0013
C -0.919 0.089 6.086 0.0004
F -2.183 0.044 6.545 0.0001
C -0.687 0.069 4.734 0.0076
C 0.628 0.138 4.264 -0.0200
C 0.874 0.116 2.837 -0.0205
O -0.107 0.145 2.030 -0.0228
C 2.236 0.013 2.439 0.0590
C 3.219 0.103 3.383 0.0019
N 2.993 0.287 4.701 0.0089
C 1.701 0.213 5.180 -0.0003
C 2.695 -0.156 0.998 -0.0074
O 3.857 -0.457 0.789 0.0091
O 1.827 0.083 0.095 -0.0091
H 5.818 1.897 5.665 -0.0002
H 4.498 2.477 4.646 0.0001
H 5.585 1.218 4.063 0.0001
H 4.682 -0.376 5.725 0.0001
H 3.289 2.115 6.800 0.0000
H 4.531 1.149 7.601 0.0000
H 2.234 0.654 8.481 0.0000
H 2.933 -0.774 7.718 0.0000
H -0.096 0.152 8.056 0.0001
H -1.505 0.011 4.036 -0.0034
H 4.244 0.042 3.047 0.0000
Br -1.309 -0.502 -2.540 0.0015
C -2.998 0.030 -1.751 -0.0002
Br -2.853 -0.177 0.197 -0.0063
H -3.797 -0.608 -2.120 0.0002
H -3.170 1.081 -1.980 0.0006
I -0.472 2.507 -0.468 -0.0012
C -2.782 -4.441 1.780 0.0103
C -2.050 -3.563 2.562 -0.0042
C -1.117 -2.722 1.987 0.0168
C -0.893 -2.757 0.609 -0.0589
C -1.641 -3.647 -0.174 0.0065
C -2.574 -4.478 0.410 -0.0047
N 0.047 -1.927 0.008 0.0074
C 1.006 -2.574 -0.734 -0.0107
C 1.678 -1.945 -1.794 0.0222
C 2.654 -2.621 -2.499 -0.0049
C 2.977 -3.933 -2.193 0.0099
C 2.326 -4.564 -1.142 -0.0056
C 1.366 -3.897 -0.419 0.0128
H -3.500 -5.102 2.240 0.0010
H -2.194 -3.536 3.632 -0.0004
H -0.529 -2.065 2.611 0.0045
H -1.464 -3.682 -1.242 -0.0005
H -3.142 -5.161 -0.206 -0.0001
H 1.454 -0.921 -2.066 0.0028
H 3.168 -2.117 -3.304 -0.0003
H 3.742 -4.451 -2.750 0.0012
H 2.576 -5.579 -0.866 -0.0002
H 0.899 -4.389 0.422 0.0016
```

Values from the calculation:
* <S²>: 3.78
* Kohn-Sham gap (alpha / beta): 0.222 / 0.225 Ha
* total charge: 0
* multiplicity: 4
* highest occupied orbital energy (alpha / beta): -6.822 / -7.056 eV



What did the third record say?
Density functional theory data (ωB97M-V/def2-TZVPD) for a molecular structure, C22H23NOPdS3Se4Si at a distorted geometry.

Structure (XYZ):
```
56
Properties=species:S:1:pos:R:3:mulliken_spin:R:1
Pd -0.613 0.832 1.070 0.0287
Se 2.275 -3.572 4.413 0.9700
Se 0.819 -2.619 5.749 1.0139
Se -0.541 1.328 4.751 0.6418
Se -1.917 1.566 3.031 0.3731
C -4.747 0.192 -0.108 0.0104
Si -3.033 0.507 -0.852 -0.0242
C -2.711 -0.228 -2.624 0.0172
C -2.548 2.260 -0.873 0.0080
N -1.988 -0.420 0.271 0.4661
C -1.909 -1.716 0.529 0.0549
C -2.666 -2.725 -0.143 0.2063
C -2.465 -4.069 0.144 -0.0926
C -1.546 -4.489 1.091 0.2496
C -0.847 -3.518 1.838 -0.0881
C -0.984 -2.185 1.558 0.1154
H -5.595 0.816 -0.424 0.0015
H -4.580 0.237 0.985 0.0045
H -5.062 -0.804 -0.313 -0.0015
H -3.334 0.273 -3.332 0.0010
H -2.827 -1.305 -2.595 -0.0007
H -1.658 -0.053 -2.889 -0.0013
H -3.137 2.741 -1.675 0.0016
H -1.477 2.237 -1.135 -0.0059
H -2.723 2.583 0.159 -0.0021
H -3.418 -2.454 -0.848 0.0167
H -3.231 -4.726 -0.297 -0.0032
H -1.374 -5.513 1.381 0.0131
H -0.230 -3.852 2.664 -0.0060
H -0.471 -1.440 2.151 0.0348
O 0.487 0.555 -0.666 0.0061
C 1.798 0.930 -0.551 -0.0173
C 2.426 1.119 -1.911 0.0018
C 3.514 1.845 -2.342 0.0005
C 3.843 1.698 -3.682 -0.0001
C 3.069 0.791 -4.270 0.0000
S 1.920 0.123 -3.267 -0.0008
C 2.600 -0.144 0.286 0.0038
C 2.375 -1.468 0.377 -0.0115
C 3.389 -2.132 1.132 0.0226
C 4.435 -1.366 1.528 -0.0070
S 4.127 0.271 1.028 0.0013
C 1.670 2.222 0.245 -0.0021
C 1.526 3.492 -0.191 0.0125
C 0.996 4.410 0.775 0.0013
C 0.602 3.806 1.896 0.0085
S 1.121 2.112 1.892 -0.0164
H 3.938 2.596 -1.659 -0.0001
H 4.734 2.236 -4.129 0.0000
H 3.097 0.552 -5.315 0.0000
H 1.565 -2.020 -0.126 -0.0109
H 3.366 -3.221 1.296 0.0083
H 5.387 -1.701 1.881 -0.0024
H 1.640 3.742 -1.254 0.0004
H 0.784 5.432 0.579 -0.0005
H 0.128 4.236 2.768 -0.0011
```

Values from the calculation:
* <S²>: 6.06
* ΔE to the lowest compared entry with this formula, charge and spin: 0.00 kcal per mole
* Kohn-Sham gap (alpha / beta): 0.266 / 0.193 Ha
* total charge: 0
* multiplicity: 5
* highest occupied orbital energy (alpha / beta): -7.644 / -7.478 eV